137
Properties=species:S:1:pos:R:3 method="wB97M-V/def2-TZVPD" homo_energy_ev=-8.9 energy_ha=-3660.8792 homo_lumo_gap_ha=0.3186 max_force_ha_per_bohr=0.012 charge=0
C 8.71 1.56 5.87
C 7.62 0.50 5.70
C 7.37 0.13 4.23
I 8.80 -1.36 3.68
N 5.93 -0.28 4.03
Cl 5.66 -1.71 3.10
C 5.15 0.77 3.44
O 4.71 0.76 2.34
O 4.83 1.75 4.34
C 5.61 2.93 4.50
C 5.90 3.73 3.24
O 6.89 4.37 3.10
O 4.89 3.67 2.36
H 9.32 1.36 6.75
H 8.32 2.58 5.97
H 9.39 1.57 5.01
H 6.66 0.81 6.13
H 7.90 -0.40 6.24
H 7.62 0.94 3.54
H 5.02 3.57 5.16
H 6.56 2.74 4.98
H 5.16 4.16 1.56
C -2.41 6.02 4.55
O -1.27 5.19 4.63
C -1.42 4.01 5.38
C -0.98 2.77 4.63
O -1.79 2.44 3.51
C -1.66 3.19 2.31
C -0.40 2.92 1.52
O 0.76 3.39 2.17
C 1.82 2.46 2.29
H -2.44 6.75 5.37
H -2.37 6.56 3.61
H -3.34 5.43 4.57
H -2.45 3.88 5.71
H -0.79 4.08 6.28
H -1.11 1.94 5.32
H 0.08 2.84 4.36
H -1.79 4.26 2.48
H -2.49 2.84 1.69
H -0.51 3.44 0.56
H -0.32 1.85 1.30
H 1.45 1.44 2.40
H 2.39 2.72 3.18
H 2.50 2.50 1.43
C -7.63 0.56 -2.60
O -7.47 1.94 -2.40
C -8.63 2.64 -1.97
C -8.37 3.50 -0.74
O -8.08 2.78 0.44
C -6.80 2.18 0.60
C -5.67 3.15 0.89
O -5.37 3.99 -0.20
C -5.31 5.37 0.08
H -7.90 0.33 -3.64
H -6.68 0.07 -2.38
H -8.40 0.14 -1.94
H -9.45 1.94 -1.76
H -8.96 3.32 -2.77
H -9.31 4.01 -0.53
H -7.61 4.25 -0.96
H -6.54 1.54 -0.24
H -6.90 1.56 1.49
H -4.79 2.54 1.13
H -5.92 3.74 1.78
H -6.02 5.65 0.86
H -5.55 5.91 -0.83
H -4.30 5.67 0.40
C 5.91 0.85 -2.39
O 5.99 -0.36 -1.68
C 4.88 -0.65 -0.84
C 4.31 -2.03 -1.07
O 3.71 -2.24 -2.34
C 4.55 -2.45 -3.46
C 5.19 -3.82 -3.54
O 6.15 -4.04 -2.53
C 6.00 -5.21 -1.77
H 6.34 1.68 -1.82
H 6.49 0.73 -3.31
H 4.88 1.10 -2.65
H 4.09 0.10 -0.97
H 5.21 -0.62 0.20
H 3.48 -2.13 -0.36
H 5.05 -2.80 -0.83
H 5.31 -1.67 -3.56
H 3.88 -2.38 -4.32
H 5.67 -3.90 -4.52
H 4.40 -4.59 -3.50
H 4.94 -5.48 -1.65
H 6.43 -5.04 -0.79
H 6.52 -6.06 -2.23
C -5.38 1.61 -5.27
O -5.56 0.52 -6.16
C -6.82 0.44 -6.79
C -6.71 0.29 -8.29
O -6.18 1.43 -8.97
C -4.79 1.67 -8.92
C -3.94 0.78 -9.79
O -3.93 -0.57 -9.34
C -4.22 -1.54 -10.32
H -5.65 1.34 -4.25
H -4.33 1.90 -5.29
H -5.99 2.48 -5.57
H -7.43 1.32 -6.56
H -7.35 -0.44 -6.42
H -7.73 0.21 -8.67
H -6.18 -0.62 -8.55
H -4.41 1.68 -7.89
H -4.68 2.68 -9.32
H -2.92 1.17 -9.77
H -4.30 0.83 -10.83
H -4.94 -1.18 -11.05
H -4.65 -2.40 -9.80
H -3.32 -1.87 -10.85
C 3.33 -4.29 1.92
O 3.17 -5.21 2.98
C 2.62 -4.68 4.17
C 1.45 -5.50 4.67
O 0.29 -5.46 3.85
C 0.27 -6.21 2.65
C 0.08 -7.70 2.83
O 1.20 -8.33 3.44
C 0.91 -9.15 4.54
H 4.30 -3.78 1.98
H 3.28 -4.84 0.98
H 2.54 -3.53 1.92
H 2.31 -3.64 4.03
H 3.39 -4.70 4.95
H 1.13 -5.02 5.61
H 1.75 -6.52 4.90
H 1.14 -6.01 2.02
H -0.62 -5.86 2.12
H -0.07 -8.13 1.83
H -0.83 -7.89 3.41
H 0.07 -8.77 5.12
H 1.80 -9.16 5.19
H 0.70 -10.18 4.23

=====

144
Properties=species:S:1:pos:R:3 method="wB97M-V/def2-TZVPD" homo_energy_ev=-8.2 energy_ha=-3631.5082 homo_lumo_gap_ha=0.2952 max_force_ha_per_bohr=0.153 charge=0
C 4.50 -3.45 -1.83
C 5.10 -2.74 -3.19
C 4.26 -3.04 -4.56
C 2.63 -3.11 -4.37
C 1.98 -1.81 -3.59
C 0.87 -0.97 -4.46
C 0.63 0.59 -3.90
N -0.43 0.64 -2.82
C -1.64 1.37 -3.38
C -2.86 1.34 -2.25
C -3.68 -0.09 -2.27
C -4.24 -0.58 -0.81
C -5.59 -1.53 -0.88
C -6.88 -0.50 -0.85
N -7.72 -0.63 0.42
C -8.82 0.41 0.44
C -8.40 -1.99 0.49
C -8.68 -2.67 1.98
O -8.80 -2.68 -0.59
O -2.44 1.78 -0.91
C -1.23 1.06 -0.45
C -0.85 1.34 1.12
C -0.87 2.91 1.58
C -0.29 3.08 3.14
F -0.46 4.52 3.54
F -1.19 2.27 4.01
C 1.30 2.73 3.29
F 1.98 2.63 1.98
F 1.94 3.91 3.99
C 1.64 1.42 4.21
F 0.89 0.19 3.85
F 1.24 1.79 5.62
C 3.23 1.01 4.28
F 3.82 0.57 2.99
F 3.30 -0.20 5.19
F 4.07 2.05 4.99
C 0.07 1.24 -1.49
C 0.44 2.82 -1.69
O 1.59 3.30 -0.91
O 1.73 4.58 -1.25
C 1.30 0.28 -1.00
O 2.60 0.46 -1.26
O 0.96 -0.96 -0.23
H 4.59 -4.63 -1.82
H 3.40 -3.08 -1.55
H 5.19 -3.07 -0.93
H 5.01 -1.56 -3.00
H 6.27 -2.94 -3.29
H 4.46 -2.18 -5.36
H 4.61 -4.08 -4.96
H 2.42 -4.06 -3.68
H 2.12 -3.23 -5.44
H 2.86 -1.08 -3.34
H 1.41 -2.22 -2.63
H -0.19 -1.46 -4.49
H 1.29 -0.87 -5.55
H 1.63 1.14 -3.64
H 0.18 1.17 -4.84
H -0.74 -0.34 -2.62
H -1.40 2.47 -3.76
H -1.99 0.77 -4.34
H -3.65 2.16 -2.63
H -4.57 -0.07 -3.06
H -2.94 -0.95 -2.65
H -3.41 -1.25 -0.28
H -4.45 0.32 -0.07
H -5.56 -2.21 0.10
H -5.62 -2.17 -1.86
H -6.52 0.63 -0.91
H -7.53 -0.70 -1.80
H -8.96 0.99 -0.57
H -9.85 -0.14 0.66
H -8.54 1.20 1.27
H -9.82 -2.94 2.08
H -8.39 -1.85 2.77
H -8.01 -3.65 2.06
H -1.50 -0.10 -0.53
H 0.17 0.88 1.48
H -1.69 0.79 1.77
H -0.31 3.65 0.87
H -2.01 3.25 1.59
H 0.63 3.15 -2.81
H -0.50 3.47 -1.33
H 1.82 5.15 -0.41
C -5.01 1.45 2.89
O -3.82 1.23 2.15
H -5.83 0.93 2.40
H -4.88 1.06 3.90
H -5.22 2.52 2.92
H -3.11 1.71 2.61
C 3.40 4.54 6.53
O 4.03 4.89 7.74
H 3.87 5.09 5.71
H 3.51 3.46 6.35
H 2.34 4.80 6.57
H 3.59 4.38 8.45
C -2.29 3.67 6.34
O -3.60 4.19 6.50
H -2.35 2.75 5.75
H -1.67 4.40 5.82
H -1.86 3.44 7.32
H -3.51 5.00 7.03
C -5.60 -5.38 -3.03
O -4.97 -5.03 -1.81
H -5.13 -4.83 -3.85
H -5.49 -6.45 -3.20
H -6.66 -5.12 -2.98
H -5.41 -5.53 -1.11
C 0.40 -6.37 -5.05
O 1.03 -6.01 -3.83
H 0.87 -5.81 -5.86
H 0.51 -7.44 -5.22
H -0.66 -6.10 -5.00
H 0.59 -6.52 -3.12
C 7.61 -0.16 -3.95
O 6.30 0.37 -3.79
H 7.55 -1.08 -4.54
H 8.23 0.57 -4.47
H 8.04 -0.39 -2.97
H 6.39 1.18 -3.26
C 11.27 0.91 -2.22
O 10.80 -0.15 -3.02
H 10.72 1.82 -2.48
H 11.09 0.68 -1.17
H 12.34 1.06 -2.39
H 11.30 -0.95 -2.77
C 0.55 7.41 6.04
O 0.78 6.66 7.22
H -0.50 7.70 6.00
H 1.18 8.31 6.06
H 0.80 6.80 5.17
H 1.72 6.42 7.23
C 4.98 -2.95 2.91
O 5.27 -2.34 1.67
H 5.56 -3.88 2.99
H 5.26 -2.28 3.72
H 3.92 -3.19 2.96
H 4.74 -1.52 1.62
C -2.01 -3.98 -1.28
O -0.82 -4.20 -2.02
H -2.83 -4.50 -1.77
H -1.88 -4.37 -0.27
H -2.22 -2.91 -1.25
H -0.11 -3.73 -1.56